A molecular structure, C29H23N6NdO6 at a distorted geometry, computed with wB97M-V/def2-TZVPD.

XYZ file:
```
65
C29H23N6NdO6 | the OMol25 dataset | wB97M-V/def2-TZVPD
Nd 0.764 0.002 -0.555
O -2.652 5.415 2.792
C -1.856 4.639 3.360
O -1.419 4.548 4.528
C -1.388 3.478 2.445
C -0.553 2.481 2.942
C -0.147 1.474 2.104
N -0.553 1.428 0.819
C -1.456 2.307 0.368
C -1.866 3.365 1.156
C -2.012 2.018 -0.979
C -3.000 2.692 -1.545
C -3.570 2.295 -2.843
C -3.157 1.212 -3.482
C -2.062 0.367 -2.914
N -1.462 0.848 -1.614
C 0.624 0.278 2.564
C 1.273 0.221 3.782
C 1.807 -0.984 4.205
C 1.680 -2.106 3.405
C 1.063 -1.964 2.182
N 0.547 -0.804 1.766
H -0.274 2.544 3.989
H -2.561 4.126 0.820
H -3.430 3.540 -1.027
H -4.365 2.902 -3.261
H -3.578 0.902 -4.434
H -2.336 -0.685 -2.872
H 1.356 1.112 4.392
H 2.312 -1.047 5.162
H 2.064 -3.070 3.714
H 0.967 -2.797 1.503
O 2.504 -6.065 -4.503
C 1.969 -4.959 -4.547
O 1.629 -4.191 -5.494
C 1.583 -4.192 -3.276
C 0.277 -4.215 -2.775
C -0.144 -3.226 -1.925
N 0.654 -2.222 -1.533
C 1.957 -2.283 -1.924
C 2.461 -3.234 -2.753
C 2.650 -1.062 -1.352
O 2.755 -0.996 -0.094
O 2.593 -0.015 -2.041
H -0.415 -4.986 -3.092
H -1.160 -3.195 -1.554
H 3.503 -3.216 -3.051
N -0.200 1.154 -2.343
C -0.691 0.648 -3.474
N -0.143 0.500 -4.639
C 1.263 0.926 -4.883
C 1.591 0.730 -6.355
C 1.418 -0.742 -6.784
C 0.161 -1.386 -6.154
C -0.807 -0.312 -5.684
H 1.925 0.330 -4.264
H 1.367 1.965 -4.571
H 2.616 1.060 -6.519
H 0.952 1.382 -6.958
H 2.293 -1.323 -6.483
H 1.366 -0.792 -7.872
H 0.445 -2.014 -5.307
H -0.340 -2.051 -6.858
H -1.713 -0.750 -5.265
H -1.102 0.341 -6.505
```

Computed properties:
LUMO level (spin up / spin down) in eV: -1.531 / -1.517
HOMO level (spin up / spin down) in Ha: -0.3073 / -0.3073
Frontier orbital gap (spin up / spin down) in eV: 6.83 / 6.85
Molar mass in g/mol: 695.78
Multiplicity: 4

A molecular structure, C29H24BF6N at a distorted geometry, computed with wB97M-V/def2-TZVPD.

XYZ file:
```
61
C29H24BF6N | the OMol25 dataset | wB97M-V/def2-TZVPD
F 1.930 2.589 -2.724
C 0.660 2.225 -3.107
C 0.293 2.563 -4.398
C -0.987 2.248 -4.854
C -1.861 1.553 -4.008
C -1.450 1.243 -2.727
F -2.336 0.582 -1.898
C -0.195 1.581 -2.172
B 0.024 1.422 -0.645
C 1.370 1.945 -0.084
C 2.570 1.226 -0.167
F 2.579 0.118 -1.008
C 3.765 1.630 0.407
C 3.839 2.879 1.021
C 2.725 3.722 0.998
C 1.554 3.253 0.435
F 0.574 4.181 0.230
C -1.162 1.936 0.224
C -1.292 1.506 1.554
F -0.318 0.639 2.045
C -2.271 1.946 2.424
C -3.154 2.942 2.013
C -3.025 3.487 0.735
C -2.044 2.996 -0.105
F -1.848 3.697 -1.263
H 0.165 -0.746 -0.087
H 1.004 3.077 -5.029
H -1.309 2.547 -5.855
H -2.862 1.267 -4.350
H 4.624 0.973 0.364
H 4.761 3.220 1.493
H 2.753 4.735 1.395
H -2.326 1.517 3.421
H -3.929 3.319 2.680
H -3.649 4.300 0.386
C -2.335 -4.218 1.504
C -3.272 -3.170 0.897
C -2.412 -2.072 0.254
N -1.021 -2.511 0.452
C 0.014 -1.765 0.200
C 1.341 -2.275 0.385
C 1.815 -3.540 -0.131
C 2.957 -4.129 0.367
C 3.717 -3.481 1.346
C 3.279 -2.254 1.863
C 2.120 -1.663 1.406
C -0.909 -3.764 1.215
H -2.479 -4.317 2.577
H -2.508 -5.200 1.065
H -3.914 -3.634 0.140
H -3.921 -2.739 1.666
H -2.648 -1.977 -0.826
H -2.584 -1.087 0.734
H -0.411 -0.876 -0.539
H 1.209 -4.047 -0.890
H 3.279 -5.084 -0.003
H 4.654 -3.919 1.706
H 3.860 -1.738 2.641
H 1.712 -0.749 1.852
H -0.345 -3.591 2.144
H -0.369 -4.514 0.630
```

Computed properties:
LUMO level in eV: -1.267
HOMO level in Ha: -0.1985
Frontier orbital gap in eV: 4.13
Molar mass in g/mol: 511.32
Energy relative to the best compared isomer or geometry (same formula, charge and spin) in kJ/mol: 425.7

A molecular structure, C29H24ClDyFP at a distorted geometry, computed with wB97M-V/def2-TZVPD.

XYZ file:
```
57
C29H24ClDyFP | the OMol25 dataset | wB97M-V/def2-TZVPD
C 2.576 3.268 -0.364
C 2.326 2.294 -1.384
C 1.046 2.573 -1.954
H 3.019 1.504 -1.709
C 0.519 3.734 -1.296
C 1.464 4.148 -0.314
H 1.363 5.008 0.343
H 3.475 3.345 0.255
H 0.563 2.022 -2.762
H -0.440 4.222 -1.508
Dy 0.500 1.988 0.390
Cl -1.905 2.474 0.580
P -0.574 -0.826 -0.638
C -1.447 -1.090 -2.246
C -1.185 -2.147 -3.138
H -0.382 -2.859 -2.927
C -1.950 -2.302 -4.300
H -1.722 -3.123 -4.976
C -2.984 -1.419 -4.590
H -3.565 -1.539 -5.499
C -3.267 -0.385 -3.699
H -4.084 0.299 -3.906
C -2.506 -0.209 -2.545
H -2.733 0.611 -1.858
C 0.782 -2.056 -0.843
C 1.910 -1.631 -1.571
H 1.939 -0.618 -1.984
C 2.983 -2.494 -1.775
H 3.859 -2.137 -2.310
C 2.942 -3.802 -1.290
H 3.784 -4.470 -1.444
C 1.814 -4.246 -0.607
H 1.760 -5.268 -0.237
C 0.736 -3.381 -0.377
H -0.142 -3.745 0.161
C -1.705 -1.774 0.477
C -2.745 -2.618 0.045
H -2.961 -2.724 -1.021
C -3.511 -3.333 0.976
H -4.310 -3.980 0.618
C -3.261 -3.214 2.340
H -3.869 -3.759 3.056
C -2.226 -2.387 2.775
H -2.019 -2.291 3.837
C -1.455 -1.674 1.860
H -0.644 -1.033 2.219
F 2.109 4.530 6.440
C 1.867 4.086 5.158
C 0.865 3.136 4.941
C 0.620 2.701 3.606
C 1.384 3.173 2.562
C 2.355 4.129 2.796
C 2.605 4.604 4.104
H 0.286 2.752 5.770
H -0.190 1.995 3.455
H 2.968 4.571 2.022
H 3.363 5.369 4.286
```

Computed properties:
LUMO level (spin up / spin down) in eV: -0.186 / -0.094
HOMO level (spin up / spin down) in Ha: -0.2889 / -0.2863
Frontier orbital gap (spin up / spin down) in eV: 7.67 / 7.70
Molar mass in g/mol: 620.44
Multiplicity: 6

Question: The lowest molar mass belongs to which entry?
Answer: C29H24BF6N

Question: What is the molar mass in the third record?
Answer: 620.44 g/mol

Copy entry 1 word for word.
A molecular structure, C29H23N6NdO6 at a distorted geometry, computed with wB97M-V/def2-TZVPD.

XYZ file:
```
65
C29H23N6NdO6 | the OMol25 dataset | wB97M-V/def2-TZVPD
Nd 0.764 0.002 -0.555
O -2.652 5.415 2.792
C -1.856 4.639 3.360
O -1.419 4.548 4.528
C -1.388 3.478 2.445
C -0.553 2.481 2.942
C -0.147 1.474 2.104
N -0.553 1.428 0.819
C -1.456 2.307 0.368
C -1.866 3.365 1.156
C -2.012 2.018 -0.979
C -3.000 2.692 -1.545
C -3.570 2.295 -2.843
C -3.157 1.212 -3.482
C -2.062 0.367 -2.914
N -1.462 0.848 -1.614
C 0.624 0.278 2.564
C 1.273 0.221 3.782
C 1.807 -0.984 4.205
C 1.680 -2.106 3.405
C 1.063 -1.964 2.182
N 0.547 -0.804 1.766
H -0.274 2.544 3.989
H -2.561 4.126 0.820
H -3.430 3.540 -1.027
H -4.365 2.902 -3.261
H -3.578 0.902 -4.434
H -2.336 -0.685 -2.872
H 1.356 1.112 4.392
H 2.312 -1.047 5.162
H 2.064 -3.070 3.714
H 0.967 -2.797 1.503
O 2.504 -6.065 -4.503
C 1.969 -4.959 -4.547
O 1.629 -4.191 -5.494
C 1.583 -4.192 -3.276
C 0.277 -4.215 -2.775
C -0.144 -3.226 -1.925
N 0.654 -2.222 -1.533
C 1.957 -2.283 -1.924
C 2.461 -3.234 -2.753
C 2.650 -1.062 -1.352
O 2.755 -0.996 -0.094
O 2.593 -0.015 -2.041
H -0.415 -4.986 -3.092
H -1.160 -3.195 -1.554
H 3.503 -3.216 -3.051
N -0.200 1.154 -2.343
C -0.691 0.648 -3.474
N -0.143 0.500 -4.639
C 1.263 0.926 -4.883
C 1.591 0.730 -6.355
C 1.418 -0.742 -6.784
C 0.161 -1.386 -6.154
C -0.807 -0.312 -5.684
H 1.925 0.330 -4.264
H 1.367 1.965 -4.571
H 2.616 1.060 -6.519
H 0.952 1.382 -6.958
H 2.293 -1.323 -6.483
H 1.366 -0.792 -7.872
H 0.445 -2.014 -5.307
H -0.340 -2.051 -6.858
H -1.713 -0.750 -5.265
H -1.102 0.341 -6.505
```

Computed properties:
LUMO level (spin up / spin down) in eV: -1.531 / -1.517
HOMO level (spin up / spin down) in Ha: -0.3073 / -0.3073
Frontier orbital gap (spin up / spin down) in eV: 6.83 / 6.85
Molar mass in g/mol: 695.78
Multiplicity: 4

Question: Which of these has the lowest molar mass?
Answer: C29H24BF6N